1.
The following is a DFT calculation (ωB97M-V/def2-TZVPD) of the molecule C4H8O2.

For the orbital gap, the calculation gives 11.11 eV. Its energy relative to the best compared isomer or geometry (same formula, charge and spin) is 64.5 kJ/mol. As for the spin multiplicity: 1. As for the structure (SMILES): CC(=O)[C@@H](C)O.

```
14
Properties=species:S:1:pos:R:3:mulliken_charge:R:1
O 1.581 1.432 0.054 -0.59
O -0.939 1.750 -0.433 -0.61
C -0.679 0.664 0.049 0.83
C 1.247 -0.858 -0.586 -1.21
C 0.787 0.306 0.297 0.13
C -1.772 -0.314 0.403 -1.16
H 2.332 -0.952 -0.477 0.34
H -2.620 0.248 0.804 0.37
H 1.034 -0.652 -1.640 0.30
H 0.786 -1.811 -0.304 0.34
H -1.453 -1.071 1.124 0.33
H -2.114 -0.820 -0.507 0.28
H 0.879 0.007 1.354 0.24
H 0.969 2.104 -0.299 0.40
```

2.
The following is a DFT calculation (ωB97M-V/def2-TZVPD) of the molecule C2H5NO2 in a non-equilibrium geometry.

For the orbital gap, the calculation gives 10.18 eV. Its energy relative to the best compared isomer or geometry (same formula, charge and spin) is 436.6 kJ/mol. As for the spin multiplicity: 1. As for the structure (SMILES): OC/C=N/O.

```
10
Properties=species:S:1:pos:R:3:mulliken_charge:R:1
O 0.818 1.605 0.841 -0.50
O -1.677 -1.222 -0.536 -0.43
N -0.755 -0.438 -0.110 -0.32
C 0.391 -0.467 -0.536 -0.15
C 1.281 0.425 0.328 -0.28
H -0.207 1.363 1.044 0.36
H 2.125 0.798 -0.331 0.24
H 2.027 -0.269 0.986 0.19
H -2.512 -0.575 -0.796 0.38
H 0.699 -1.066 -1.325 0.52
```

3.
The following is a DFT calculation (ωB97M-V/def2-TZVPD) of a structure of composition C5H5BaO4 in a non-equilibrium geometry.

For the orbital gap, the calculation gives 4.70 eV. As for the spin multiplicity: 1. As for the net charge: -1.

```
15
Properties=species:S:1:pos:R:3:mulliken_charge:R:1
Ba -2.005 0.740 0.250 1.72
O -2.691 2.351 3.348 -0.44
O -1.040 -0.096 -1.784 -0.96
O -3.688 0.379 3.409 -0.57
O 0.530 0.101 0.319 -0.80
C 2.509 -0.739 -0.635 -0.82
C 0.263 -0.501 -1.961 -0.41
C 1.110 -0.370 -0.694 0.72
C 3.133 -1.697 -1.389 -0.30
C -2.968 1.142 2.779 -0.20
H -1.728 2.496 3.332 0.32
H 0.786 0.082 -2.748 0.20
H 2.391 -2.168 -2.069 0.15
H 0.339 -1.561 -2.282 0.20
H 3.059 -0.158 0.123 0.19
```

4.
The following is a DFT calculation (ωB97M-V/def2-TZVPD) of a structure of composition C45H35GeN7V in a non-equilibrium geometry.

For the orbital gap (alpha / beta), the calculation gives 6.35 / 5.81 eV. Its energy relative to the best compared isomer or geometry (same formula, charge and spin) is 92.0 kJ/mol. As for the spin multiplicity: 3. As for the net charge: +1.

```
89
Properties=species:S:1:pos:R:3:mulliken_charge:R:1
Ge -0.085 1.191 0.619 1.85
V -0.916 -1.209 -0.366 -0.30
N -2.278 0.050 -1.221 1.79
N -0.937 -1.287 1.672 1.28
N 1.337 -1.960 1.977 -0.29
N 1.357 -1.983 -2.714 -0.36
N -2.614 -2.146 -0.079 1.12
N 0.857 -1.852 -0.358 0.71
N -1.031 -2.027 -2.501 0.06
C -0.179 -2.228 3.755 -0.73
C 4.261 -1.548 1.034 0.16
C 0.110 -2.269 -3.188 0.30
C 0.051 -1.847 2.418 -0.65
C 2.971 3.272 -2.484 -1.10
C -1.960 1.056 -2.045 -0.78
C -1.093 -3.219 -5.046 -0.38
C 1.223 2.101 -0.607 0.41
C 1.660 4.020 0.930 -0.10
C 2.357 2.088 -2.766 -1.38
C 2.580 1.061 3.940 -0.90
C 2.734 3.927 -1.253 0.97
C 3.124 5.802 0.226 -0.71
C 5.405 -1.293 -1.088 -0.80
C -2.892 1.750 -2.789 -0.80
C 1.755 1.284 5.034 -0.72
C 1.665 -1.811 -1.481 -0.59
C 3.351 5.167 -0.961 -0.80
C 2.045 1.045 2.662 0.33
C -1.663 2.426 0.792 -1.42
C 3.064 -1.622 -1.067 0.41
C 0.399 1.507 4.840 -0.75
C -0.130 1.490 3.557 0.00
C -1.369 -1.938 4.365 -0.70
C -4.582 0.387 -1.814 -0.75
C 2.272 5.216 1.182 -1.30
C 3.082 -1.678 0.324 0.19
C -2.637 -3.372 0.453 -0.51
C 1.480 1.517 -1.821 0.14
C -2.330 -1.233 3.635 -1.12
C 4.220 -1.435 -1.797 -0.15
C -4.997 -2.212 -0.247 -0.53
C 1.861 3.338 -0.295 0.46
C -2.180 -2.408 -3.093 -0.07
C 1.689 -1.830 0.752 -0.18
C -3.779 -1.571 -0.438 0.13
C -4.237 1.432 -2.648 -1.01
C -3.802 -4.086 0.632 -1.08
C 0.092 -2.838 -4.477 -0.95
C -3.578 -0.304 -1.145 0.40
C -2.077 -0.948 2.321 -0.44
C 5.426 -1.349 0.305 -0.76
C -5.008 -3.487 0.285 -0.88
C 0.682 1.246 2.450 -0.02
C -2.266 -3.007 -4.325 -1.23
H 3.647 3.730 -3.198 0.39
H -5.941 -4.018 0.418 0.47
H -2.443 2.001 1.426 0.38
H 4.198 -1.397 -2.878 0.55
H -5.613 0.083 -1.708 0.49
H 1.041 -2.967 -4.976 0.56
H -3.254 -0.904 4.090 0.53
H 6.368 -1.239 0.826 0.44
H -3.098 -2.220 -2.564 0.39
H 2.104 5.722 2.125 0.47
H 2.531 1.580 -3.708 0.53
H 3.641 0.895 4.085 0.47
H -4.994 1.977 -3.194 0.46
H -2.101 2.680 -0.170 0.50
H -1.121 -3.667 -6.030 0.43
H -0.247 1.696 5.688 0.44
H -1.678 -3.791 0.736 0.47
H -3.772 -5.082 1.048 0.49
H -5.916 -1.722 -0.532 0.51
H 4.270 -1.597 2.116 0.53
H 2.698 0.888 1.810 0.60
H -1.187 1.689 3.416 0.28
H 0.637 -2.711 4.273 0.60
H -2.807 -0.405 1.736 0.30
H -3.230 -3.288 -4.724 0.50
H 4.008 5.601 -1.706 0.41
H -1.546 -2.211 5.396 0.45
H 2.169 1.298 6.034 0.40
H 0.994 0.587 -2.085 -0.02
H 6.332 -1.127 -1.621 0.44
H -0.915 1.332 -2.093 0.35
H -2.570 2.541 -3.451 0.57
H 3.599 6.751 0.437 0.39
H -1.312 3.349 1.255 0.53
H 1.020 3.572 1.679 0.27
```

5.
The following is a DFT calculation (ωB97M-V/def2-TZVPD) of a structure of composition C50H49N11S3W in a non-equilibrium geometry.

For the orbital gap (alpha / beta), the calculation gives 7.08 / 7.46 eV. Its energy relative to the best compared isomer or geometry (same formula, charge and spin) is 132.1 kJ/mol. As for the spin multiplicity: 3. As for the net charge: +4.

```
114
Properties=species:S:1:pos:R:3:mulliken_charge:R:1
W 1.680 0.024 -0.191 0.18
S -1.086 -1.966 -0.136 1.20
S -1.040 1.976 0.503 1.54
S -2.770 0.088 -0.927 1.60
N 3.084 -0.013 1.457 -0.13
N 0.080 -1.090 -0.420 0.49
N 3.400 2.222 2.039 -0.06
N -2.351 1.296 -0.096 0.02
N 3.610 4.031 0.651 -0.37
N 2.823 2.009 -0.205 -0.27
N 2.706 -1.976 -0.277 0.40
N -2.544 -1.332 -0.315 0.08
N 0.314 1.444 0.249 0.24
N 2.931 -0.030 -1.921 0.60
N 3.904 0.569 3.559 0.15
C -1.832 -5.478 -2.036 -0.89
C -0.242 -2.034 2.467 0.92
C -5.289 -0.946 -0.948 -0.21
C 3.448 0.886 2.352 0.44
C 3.266 2.739 0.763 0.37
C 3.105 -4.240 0.381 -1.25
C -1.161 1.081 -2.935 0.25
C -4.504 0.194 -1.078 0.18
C -0.920 -5.400 -3.082 -0.72
C 3.975 -0.879 -1.944 0.91
C -0.071 -4.309 -3.194 -1.03
C -1.208 -2.471 1.570 0.74
C 2.834 0.896 -2.891 0.06
C -1.427 2.034 2.215 0.17
C -2.683 -0.747 -3.470 -0.70
C 3.800 1.069 -3.854 -1.14
C -0.120 -3.286 -2.257 -0.25
C -0.161 4.177 -0.799 0.11
C -2.111 0.972 2.787 -0.23
C -2.291 0.970 4.161 -0.74
C -2.226 -0.742 -4.777 -0.98
C -1.908 -4.464 -1.097 -0.88
C -2.339 -3.162 2.010 -1.04
C -1.203 3.625 -0.072 0.22
C -6.401 1.565 -1.501 -0.81
C -6.660 -0.806 -1.094 -0.90
C -0.721 1.073 -4.248 -0.64
C -7.210 0.440 -1.366 -0.59
C -1.039 -3.376 -1.214 0.85
C 4.442 1.587 4.477 -0.99
C -1.113 3.073 4.338 -0.93
C 4.643 -3.135 -1.063 -0.63
C -2.450 -3.482 3.353 -0.89
C -2.382 4.317 0.195 -0.76
C 5.009 -0.725 -2.844 -0.98
C -1.788 2.012 4.933 -0.76
C 4.285 -4.264 -0.340 -1.01
C -0.303 5.471 -1.281 -1.08
C 4.935 0.271 -3.803 -0.75
C -0.919 3.091 2.965 -0.60
C 3.824 -2.026 -1.026 0.44
C -1.459 -3.098 4.248 -0.90
C -1.466 6.184 -1.016 -0.66
C -0.368 -2.362 3.808 -1.04
C -1.248 0.167 -5.163 -0.79
C 2.355 -3.078 0.394 -0.32
C -2.501 5.611 -0.281 -0.95
C 3.978 -0.844 3.951 -0.92
C -2.136 0.165 -2.571 0.60
C -5.031 1.455 -1.356 -0.66
H -1.944 2.009 6.005 0.47
H -0.763 3.902 4.941 0.52
H -3.183 3.860 0.765 0.59
H 3.023 -1.342 3.773 0.23
H 0.738 3.598 -0.976 0.32
H -2.627 -4.540 -0.302 0.37
H -1.566 7.198 -1.382 0.48
H 5.736 0.406 -4.519 0.50
H -6.842 2.529 -1.722 0.46
H 5.539 -3.132 -1.668 0.52
H -3.402 6.177 -0.082 0.50
H -0.874 -6.199 -3.812 0.47
H 0.380 -2.032 4.518 0.49
H -0.912 0.189 -6.192 0.48
H 5.351 2.045 4.082 0.41
H -3.143 -3.411 1.339 0.27
H -2.537 0.189 2.167 0.36
H 4.697 1.107 5.415 0.29
H 1.451 -3.025 0.976 0.54
H 2.764 -5.104 0.935 0.60
H -7.300 -1.673 -0.996 0.49
H 4.079 4.529 1.390 0.19
H -0.788 1.803 -2.221 0.26
H 0.582 -1.423 2.131 0.23
H -2.851 0.170 4.628 0.56
H -2.646 -1.432 -5.496 0.52
H 4.902 -5.154 -0.365 0.52
H 0.488 5.926 -1.863 0.50
H 3.670 1.815 -4.627 0.54
H -0.420 3.927 2.489 0.57
H 5.858 -1.393 -2.812 0.55
H 4.192 -0.902 5.013 0.33
H -4.386 2.320 -1.458 0.46
H 0.535 -2.431 -2.330 0.46
H 1.937 1.504 -2.878 0.40
H 0.631 -4.251 -4.016 0.54
H -3.459 -1.440 -3.162 0.50
H -3.323 -4.018 3.704 0.50
H -1.551 -3.354 5.296 0.49
H 3.693 2.350 4.703 0.39
H 2.794 2.529 -1.073 0.02
H -4.843 -1.907 -0.737 0.42
H 4.774 -1.366 3.416 0.38
H 3.653 2.869 2.766 0.20
H -2.491 -6.333 -1.952 0.50
H 3.334 -0.947 1.749 0.03
H 0.013 1.798 -4.581 0.60
H -8.283 0.538 -1.474 0.45
H 3.568 4.499 -0.239 0.22
```

6.
The following is a DFT calculation (ωB97M-V/def2-TZVPD) of the molecule C6H11N in a non-equilibrium geometry.

For the orbital gap, the calculation gives 9.53 eV. Its energy relative to the best compared isomer or geometry (same formula, charge and spin) is 171.0 kJ/mol. As for the spin multiplicity: 1. As for the structure (SMILES): C=C/C=C/CCN.

```
18
Properties=species:S:1:pos:R:3:mulliken_charge:R:1
N -0.707 -2.768 -1.258 -0.57
C 1.140 3.390 0.118 -0.80
C -0.656 0.190 0.427 -0.36
C -0.509 -1.259 0.771 -0.93
C 0.213 -2.068 -0.357 -0.36
C 0.230 2.420 0.025 -0.13
C 0.328 1.083 0.590 -0.04
H 0.748 -2.867 0.154 0.24
H -0.740 2.728 -0.368 0.22
H 0.146 -1.390 1.635 0.30
H -0.687 -2.471 -2.222 0.24
H -1.455 -1.739 1.012 0.48
H -1.662 -2.673 -0.918 0.22
H -1.614 0.419 -0.035 0.30
H 1.160 0.737 1.200 0.33
H 2.207 3.264 0.288 0.27
H 0.930 -1.373 -0.777 0.30
H 0.926 4.377 -0.285 0.27
```

7.
The following is a DFT calculation (ωB97M-V/def2-TZVPD) of a structure of composition C28H36Br2N2O3Ru in a non-equilibrium geometry.

For the orbital gap (alpha / beta), the calculation gives 7.27 / 7.69 eV. Its energy relative to the best compared isomer or geometry (same formula, charge and spin) is 163.8 kJ/mol. As for the spin multiplicity: 2. As for the net charge: +1.

```
72
Properties=species:S:1:pos:R:3:mulliken_charge:R:1
Ru -0.474 -0.216 -0.400 0.74
Br -2.759 -1.255 -1.793 -0.01
Br 3.599 -0.248 -7.019 -0.16
O 1.637 0.331 -0.915 -0.58
O 0.473 -0.562 -2.517 -0.73
O -2.981 2.523 -5.321 -0.51
N -1.559 1.136 -1.724 0.38
N 5.121 0.215 -3.231 -0.59
C 4.026 0.146 -2.474 -0.27
C -0.358 -3.422 2.903 -1.83
C -0.248 -3.538 0.394 -1.69
C -2.377 0.444 -2.504 0.27
C -0.859 -2.787 1.600 2.23
C 2.025 -0.838 2.081 1.86
C -1.184 2.345 -2.172 -0.90
C 2.107 -1.084 3.599 -1.54
C -1.220 0.995 1.556 -0.51
C -3.133 2.431 0.713 -1.41
C -2.499 2.115 -4.143 0.78
C -2.889 0.852 -3.706 -0.68
C 1.566 -0.093 -2.105 0.97
C -1.245 3.463 1.983 -1.83
C -2.097 2.206 1.816 1.79
C 3.724 -0.096 -5.148 -0.03
C -1.634 2.877 -3.354 -0.73
C -2.379 -3.021 1.566 -2.02
C 0.572 -0.479 1.745 0.00
C 2.549 -2.046 1.303 -1.56
C 0.160 0.890 1.659 0.26
C 2.752 -0.044 -2.991 0.18
C -2.836 1.908 3.131 -1.65
C 2.597 -0.179 -4.362 -0.56
C -0.598 -1.257 1.593 -0.73
C -1.682 -0.314 1.432 -0.38
C 2.956 0.351 1.782 -2.17
C 4.961 0.106 -4.552 -0.20
H 0.831 1.731 1.749 0.81
H 3.987 0.027 1.929 0.52
H -2.566 -4.092 1.642 0.52
H -3.721 1.529 0.519 0.28
H 4.165 0.240 -1.403 0.53
H -2.661 2.735 -0.214 0.22
H 2.369 -1.930 0.234 0.13
H 2.785 1.184 2.469 0.39
H -1.891 4.317 2.190 0.43
H -0.546 3.369 2.817 0.37
H -2.139 1.646 3.931 0.37
H -2.833 -2.676 0.634 0.26
H -3.547 1.087 3.014 0.34
H 3.147 -1.278 3.872 0.45
H -0.673 3.686 1.078 0.33
H -0.766 -2.911 3.779 0.36
H 0.685 -4.036 0.649 0.35
H -0.498 2.896 -1.541 0.57
H 0.724 -3.422 2.979 0.31
H -1.314 3.864 -3.662 0.37
H 5.853 0.182 -5.162 0.39
H -2.725 -0.582 1.382 1.13
H -0.037 -2.894 -0.457 0.21
H -0.943 -4.304 0.047 0.37
H -3.545 0.232 -4.301 0.52
H 1.618 -0.347 -4.791 0.55
H -2.655 3.401 -5.550 0.32
H -0.690 -4.462 2.941 0.49
H -3.391 2.795 3.442 0.45
H 3.626 -2.126 1.457 0.57
H 1.778 -0.199 4.152 0.34
H 2.852 0.703 0.760 0.36
H -3.820 3.222 1.019 0.53
H 2.108 -2.982 1.633 0.09
H -2.889 -2.540 2.404 0.35
H 1.507 -1.927 3.929 0.24
```

8.
The following is a DFT calculation (ωB97M-V/def2-TZVPD) of a structure of composition C25H43Cl2F5FeN3O4Si in a non-equilibrium geometry.

For the orbital gap (alpha / beta), the calculation gives 9.04 / 6.81 eV. Its energy relative to the best compared isomer or geometry (same formula, charge and spin) is 0.0 kJ/mol. As for the spin multiplicity: 6.

```
84
Properties=species:S:1:pos:R:3:mulliken_charge:R:1
Fe 2.929 -4.653 -1.535 0.15
Cl 4.904 -4.896 -0.627 -0.40
Cl -0.296 -1.611 -3.866 -0.22
Si 1.068 -0.917 -5.241 0.20
F 2.286 -2.352 0.298 -0.25
F -0.053 -5.026 -0.110 -0.27
F -0.072 -2.927 -0.762 -0.14
F 2.458 -4.302 1.323 -0.27
F -0.083 -3.416 1.379 -0.29
O -1.771 1.905 -3.896 -0.57
O 3.445 -2.066 -2.105 -0.15
O -0.352 0.803 -1.101 -0.60
O 2.069 -5.257 -2.967 -0.08
N -0.017 2.036 0.806 0.20
N -3.519 0.719 -3.011 0.23
N 4.932 -0.354 -1.646 0.27
C 2.488 -5.061 -6.338 0.06
C -4.517 0.610 -1.955 -0.86
C -1.195 -7.006 -6.253 -1.50
C 6.354 -0.085 -1.418 -0.87
C 3.358 -4.899 -7.420 -0.77
C 2.672 -1.830 -4.988 0.14
C 4.148 0.666 -2.322 -0.83
C -0.443 2.341 2.163 -0.91
C 4.326 -5.741 -4.960 -0.45
C 0.443 -6.108 -4.523 0.11
C 0.424 -3.784 0.172 0.70
C 2.937 -5.648 -5.149 0.24
C -0.618 1.052 0.079 0.19
C 1.953 -3.690 0.201 0.79
C -2.685 1.792 -3.080 0.10
C 0.155 -6.765 -5.677 -0.10
C -3.372 -0.396 -3.932 -0.96
C 5.207 -5.540 -6.027 -0.77
C 1.333 0.854 -4.761 -0.57
C 0.907 2.971 0.179 -0.78
C 4.464 -1.622 -1.538 -0.18
C 1.944 -6.073 -4.080 0.33
C 4.722 -5.156 -7.289 -0.49
C 0.438 -1.579 -6.876 -1.03
C -0.611 -5.512 -3.627 -0.95
H -0.268 -0.922 -7.398 0.37
H 2.936 -4.599 -8.385 0.34
H 5.066 -2.254 -0.865 0.17
H 4.713 -5.990 -3.965 0.31
H -1.455 -5.069 -4.196 0.35
H 0.393 3.891 -0.148 0.31
H 2.599 -2.474 -4.103 -0.52
H -2.930 -1.278 -3.449 0.25
H -2.931 2.561 -2.309 0.28
H 1.333 -1.767 -7.508 0.33
H -1.029 -6.267 -2.929 0.25
H 6.974 -0.513 -2.228 0.33
H 5.371 -5.095 -8.159 0.42
H -0.058 -2.554 -6.669 0.20
H -4.803 1.631 -1.647 0.32
H -1.706 -7.857 -5.802 0.32
H 4.639 1.632 -2.190 0.38
H 2.231 -7.164 -3.944 0.22
H -4.356 -0.673 -4.325 0.33
H 1.421 0.908 -3.665 -0.14
H -1.186 3.151 2.182 0.32
H 3.134 0.732 -1.911 0.13
H 6.535 0.995 -1.388 0.27
H -1.386 0.496 0.670 0.29
H -1.132 -7.267 -7.315 0.38
H 1.393 2.516 -0.690 0.09
H -0.140 -4.713 -3.030 -0.14
H 6.282 -5.715 -5.898 0.38
H -0.897 1.446 2.604 0.30
H 0.422 2.642 2.764 0.30
H 2.247 1.270 -5.206 0.44
H -4.116 0.093 -1.060 0.26
H 6.681 -0.540 -0.469 0.32
H 0.942 -7.098 -6.348 0.45
H 3.481 -1.127 -4.828 0.30
H -1.889 -6.155 -6.172 0.29
H 2.878 -2.413 -5.881 0.15
H 1.428 -4.812 -6.409 0.62
H -2.728 -0.108 -4.763 0.28
H -5.399 0.071 -2.328 0.30
H 0.476 1.466 -5.082 0.32
H 1.672 3.256 0.913 0.35
H 4.068 0.465 -3.398 0.33
```

| no. | calculated total energy (eV) |
| --- | --- |
| 1 | -8372.6137 |
| 2 | -7736.2265 |
| 3 | -14147.6982 |
| 4 | -139865.3825 |
| 5 | -103330.1412 |
| 6 | -7888.7588 |
| 7 | -181404.1989 |
| 8 | -120181.2381 |